# C16H17ClFNO4S2

A structure of composition C16H17ClFNO4S2 at a distorted geometry (ωB97M-V/def2-TZVPD, OMol25).

Last column: Mulliken charge in e.
Geometry (Å):
C (-1.205446, 1.848001, 1.816732)  -1.016
N (-1.745644, 0.565896, 1.387174)  0.468
C (-1.858029, 0.522535, -0.100381)  -1.034
C (-1.362064, -0.600106, 2.203127)  -0.757
Cl (-2.714578, -2.380316, 0.753777)  -0.168
H (-1.359749, 2.686362, 1.112931)  0.372
H (-1.643056, 2.160746, 2.772028)  0.178
H (-0.134620, 1.733112, 1.940857)  0.334
H (-2.003416, 1.498422, -0.570075)  0.337
H (-0.937391, 0.110734, -0.509077)  0.361
H (-2.702670, -0.067480, -0.382104)  0.319
H (-0.517155, -1.046913, 1.680833)  0.465
F (-2.239400, -3.269340, 3.027444)  -0.374
C (-2.146329, -1.818637, 2.431179)  0.360
S (-3.771057, -1.170761, 3.560141)  1.569
C (-3.769447, -0.003051, 4.976619)  0.278
C (-3.962803, 1.356044, 4.731677)  -0.397
C (-3.960985, 2.225490, 5.831667)  -0.640
C (-3.817567, 1.729988, 7.119776)  -0.455
C (-3.698596, 0.359759, 7.337284)  -0.637
C (-3.695068, -0.517645, 6.258627)  -0.269
O (-4.324971, -0.391635, 2.461535)  -0.657
O (-4.453500, -2.336099, 4.099447)  -0.671
S (-0.803602, -1.572752, 4.193181)  0.774
C (0.721051, -2.204022, 3.691998)  0.528
C (1.795621, -1.670562, 4.387983)  -0.545
C (3.092225, -2.143864, 4.188741)  -0.716
C (3.327843, -3.113227, 3.223886)  -0.348
C (2.252146, -3.627655, 2.495091)  -0.723
C (0.927488, -3.194410, 2.745432)  0.064
O (-1.022516, -0.061037, 3.507931)  -0.412
O (-0.995555, -1.642099, 5.603880)  -0.629
H (-4.076499, 1.702961, 3.702322)  0.542
H (-4.059505, 3.297995, 5.664231)  0.386
H (-3.796897, 2.404572, 7.972216)  0.382
H (-3.602528, -0.045086, 8.333195)  0.401
H (-3.624456, -1.597892, 6.426396)  0.411
H (1.653268, -0.861074, 5.110818)  0.342
H (3.902939, -1.790865, 4.796917)  0.408
H (4.352096, -3.504977, 3.049014)  0.350
H (2.469596, -4.392148, 1.734892)  0.364
H (0.118848, -3.627788, 2.172933)  0.452

Force components x, y, z for each atom (eV/Å):
0.2 0.0 0.8
-1.9 0.8 -0.8
0.5 -0.7 1.1
2.7 3.1 -1.8
0.3 0.5 1.1
-0.3 -0.9 0.1
0.2 0.0 -0.1
0.6 0.4 0.2
0.1 0.1 0.7
0.2 -0.3 -0.4
-0.3 -0.5 -0.3
1.3 0.2 0.1
1.1 1.2 -1.2
-5.7 -3.3 1.7
-1.9 0.0 -1.5
0.4 -0.1 -0.5
0.5 -0.1 0.2
-0.1 0.0 -0.6
0.1 -0.2 0.2
-0.1 0.0 -0.4
0.2 -0.4 0.3
-0.3 -0.2 0.7
0.9 0.7 -0.5
-2.5 -0.8 -1.7
2.0 0.9 0.7
1.2 0.2 0.5
-0.5 -0.1 -0.1
0.1 -0.5 -0.2
-0.3 0.0 0.0
0.8 -0.4 -0.6
1.2 -1.3 -0.1
0.9 0.8 1.7
0.1 -0.1 0.4
-0.1 -0.3 0.0
0.0 0.0 -0.2
0.0 0.1 0.1
0.0 0.5 -0.2
-0.1 -0.4 -0.2
0.2 0.3 0.1
-0.9 0.4 0.1
-0.4 0.4 0.4
-0.2 0.0 0.1

Properties
2S+1	1
E	-2331.75899	Eh